Record 1
3 unconnected molecules or ions with the total composition C9H16BrClO7P2 at a distorted geometry. Source: the Open Molecules 2025 dataset; level of theory: ωB97M-V with the def2-TZVPD basis set.

Structure (XYZ):
```
36
Properties=species:S:1:pos:R:3:forces:R:3:mulliken_charge:R:1
Br -0.32084 -1.95134 1.32150 0.198 -0.117 -0.599 -0.140
Cl -3.80930 0.74821 0.17255 0.156 0.021 -0.044 -0.190
P -1.24663 -1.87852 -0.68871 -0.896 -0.027 0.186 0.065
P -3.47037 1.25562 -1.81734 -0.677 -0.283 -0.526 0.120
O -0.19158 -2.63226 -1.66924 0.702 0.480 0.312 -0.461
O 0.33701 0.44163 -1.08935 -0.561 0.111 -0.872 -0.301
O -2.98185 2.80034 -1.70034 0.235 -0.272 0.249 -0.434
O 1.20150 2.29271 -2.04245 -0.777 -0.508 -0.084 -0.563
O -1.88089 -0.45785 3.53289 -0.075 -0.022 -0.017 -0.461
O 4.18713 -2.92391 -3.13918 0.030 -0.196 -0.048 -0.566
O -0.87253 1.59863 -2.55125 -0.826 0.176 -0.457 -0.358
C 0.28770 1.52749 -1.91472 1.863 0.174 0.615 0.567
C 5.18380 -0.76829 -3.11459 0.106 -0.201 -0.048 -1.120
C 2.71433 -1.16649 -2.51407 0.075 -0.247 -0.088 -0.663
C -1.76426 0.52769 -2.16449 1.103 0.809 -0.318 0.219
C -3.05545 1.05044 4.94215 -0.064 -0.086 -0.182 -1.087
C -0.61958 0.34358 5.37859 0.052 -0.141 -0.152 -1.088
C -1.85467 0.24002 4.51691 -0.006 0.092 0.114 0.789
C -1.00369 -0.06973 -1.01104 0.515 -0.235 1.430 -0.295
C 4.04154 -1.74198 -2.94247 -0.046 0.169 0.018 0.607
H -3.86932 0.88607 4.24054 -0.007 -0.015 -0.019 0.267
H 1.98371 -1.96343 -2.42438 0.012 -0.030 0.033 0.196
H 0.16516 -0.28385 4.96388 0.006 -0.013 -0.018 0.253
H 2.81505 -0.66981 -1.54889 -0.032 0.170 -0.069 0.330
H -1.82687 -0.08398 -3.05373 -0.295 -0.525 -0.133 0.461
H 4.93263 -0.02883 -3.87615 -0.035 0.112 0.105 0.312
H -1.38919 0.37462 -0.10015 -0.279 -0.061 0.349 0.618
H -3.37769 0.74629 5.93887 0.056 0.115 0.066 0.333
H 2.36765 -0.44378 -3.25563 0.062 0.160 0.115 0.295
H 6.07607 -1.30739 -3.42295 0.006 -0.025 -0.005 0.318
H 5.38375 -0.25697 -2.17213 -0.074 0.131 -0.043 0.310
H -2.80480 2.11213 4.95490 0.013 0.006 0.147 0.336
H -3.58199 3.25111 -1.10541 -0.245 0.540 0.139 0.318
H -0.84246 0.01080 6.39323 -0.006 0.134 0.055 0.342
H -0.64261 -2.95555 -2.44599 -0.237 -0.423 -0.341 0.339
H -0.27045 1.37658 5.40864 -0.051 0.026 0.131 0.331
```
Forces are in eV/Å.

As for the HOMO-LUMO gap: 9.39 eV. As for the structure (SMILES): O=C1O[C@H](P(O)Cl)[C@@H](P(O)Br)O1.CC(C)=O.CC(C)=O. The LUMO energy comes out at 0.2 eV. As for the highest occupied orbital energy: -9.219 eV.

Record 2
A molecular structure, C9H16Cl2IrN2O2P at a distorted geometry. Source: the Open Molecules 2025 dataset; level of theory: ωB97M-V with the def2-TZVPD basis set.

Structure (XYZ):
```
33
Properties=species:S:1:pos:R:3:forces:R:3:mulliken_charge:R:1
Ir 0.35871 -0.41010 -0.02637 1.602 0.451 -0.146 1.454
Cl 2.20865 1.10128 1.30801 -0.163 -0.969 -1.024 -0.176
Cl 2.26236 -1.71699 0.09886 0.954 0.027 -0.117 -0.096
P 0.04429 1.60758 -1.13757 -0.532 2.005 -1.622 0.899
O -2.72377 0.03391 0.95577 4.053 0.587 -0.772 -0.229
O -1.66655 -1.77073 -0.43897 0.920 -1.664 -1.973 -0.277
N 0.23212 -1.13858 2.02444 -0.172 -0.173 1.928 -0.146
N 0.67776 -0.91497 4.17163 0.013 -0.084 -0.162 -0.086
C -1.56463 2.47962 -0.90216 -0.298 -0.473 0.285 -1.301
C -0.64672 -2.75011 -2.45497 0.685 0.286 -0.232 -1.171
C 0.36580 -0.24651 3.02345 0.459 -2.917 1.099 -0.400
C 0.45003 -2.42080 2.55624 0.319 0.878 0.640 -0.299
C -1.59307 0.10944 0.71057 -5.388 0.824 2.429 0.047
C 0.13773 1.14506 -2.89351 -0.157 -0.299 -0.302 -1.335
C 0.74168 -2.30031 3.90198 -0.509 1.741 -1.941 -0.584
C -0.76618 -1.84535 -1.24604 -1.634 -0.124 1.030 0.497
C 1.23681 2.99889 -0.93362 0.322 -0.676 0.382 -1.261
H 0.11520 2.05159 -3.50639 0.023 -0.034 0.085 0.428
H 0.47465 -3.29008 1.90674 -0.149 0.185 0.387 0.430
H 1.28892 3.26653 0.12297 -0.068 0.092 -0.145 0.389
H -0.24109 -3.74251 -2.18758 -0.139 0.416 0.397 0.366
H 1.04725 0.58208 -3.13669 -0.042 0.233 0.205 0.389
H 0.90408 -0.44241 5.07836 -0.395 -0.779 -1.237 0.303
H 1.03173 -3.05833 4.58500 0.041 -0.203 0.642 0.410
H -1.61538 2.92050 0.10184 0.200 -0.109 -0.134 0.424
H 0.39461 0.80455 2.95145 -0.391 0.729 -0.007 0.535
H -2.42192 1.80000 -0.98402 0.239 0.104 -0.146 0.368
H 2.23669 2.67769 -1.23553 -0.102 -0.008 0.024 0.417
H -1.59212 -2.93282 -3.00419 0.266 0.459 0.642 0.396
H -1.72691 3.29616 -1.61630 0.445 -0.247 -0.041 0.448
H 0.96010 3.88546 -1.51414 -0.361 -0.377 -0.083 0.453
H 0.10479 -2.29568 -3.09922 -0.118 -0.099 -0.230 0.325
H -0.71562 0.51594 -3.18005 0.076 0.218 0.139 0.384
```
Forces are in eV/Å.

Its net charge is +2. As for the HOMO-LUMO gap (alpha / beta): 6.04 / 4.72 eV. As for the spin multiplicity: 5. Its energy relative to the best compared isomer or geometry (same formula, charge and spin) is 72.7 kJ/mol. Its expectation value of S² is 6.0495. The LUMO energy (alpha / beta) comes out at -8.8 / -11.2 eV. As for the highest occupied orbital energy (alpha / beta): -14.855 / -15.879 eV.

Record 3
A molecular structure, C9H16Cl2MoN2O2P at a distorted geometry. Source: the Open Molecules 2025 dataset; level of theory: ωB97M-V with the def2-TZVPD basis set.

Structure (XYZ):
```
33
Properties=species:S:1:pos:R:3:forces:R:3:mulliken_charge:R:1
Mo -0.53945 2.05222 1.23551 5.169 0.413 1.121 0.584
Cl 2.39425 -1.78510 0.09221 1.075 0.331 0.489 -0.099
Cl 1.04151 3.79227 1.36547 -1.896 -1.816 -0.385 -0.055
P -0.13780 1.24054 -1.55281 0.930 0.460 -3.275 1.127
O -3.46764 1.55026 0.27146 6.700 0.630 1.310 -0.092
O -0.12917 -1.80950 -0.03603 1.816 -1.888 -0.446 -0.515
N -0.23523 0.46887 2.56444 0.302 -1.273 0.058 -0.215
N 0.34384 -0.80184 2.73852 0.042 -0.682 -0.848 -0.126
C -0.61035 -0.35143 4.68886 -0.978 2.230 0.008 -0.848
C -0.81896 0.75083 3.78426 0.547 -1.931 0.923 -0.051
C -2.31705 1.66199 0.53533 -9.280 -1.300 -2.200 0.679
C 0.45751 -0.19816 -2.57366 0.284 -1.937 0.697 -1.191
C -1.55444 1.74354 -2.61129 -1.211 0.348 1.158 -1.130
C 0.87019 -2.50492 -0.26294 -1.558 0.147 -0.522 0.626
C 0.10642 -1.28648 3.96463 0.074 0.425 -0.897 0.013
C 1.21809 2.40409 -2.00383 -0.007 0.357 1.432 -1.155
C 0.98838 -3.84230 -0.99113 -2.222 0.464 -0.789 -0.995
H 0.96286 3.39278 -1.58998 0.345 -0.191 -0.420 0.389
H -0.93334 -0.40510 5.74830 0.208 0.061 -1.014 0.393
H 0.79500 -1.47205 2.03604 -0.917 2.235 0.346 0.266
H -0.23554 -1.06316 -2.59758 0.133 0.642 0.251 0.373
H -1.93044 2.73283 -2.26283 0.153 -0.549 -0.453 0.418
H -2.37788 0.99891 -2.47845 0.566 0.536 -0.323 0.427
H 0.59205 0.09322 -3.64103 -0.314 0.681 0.787 0.564
H -1.25751 1.80924 -3.68807 0.096 -0.171 0.943 0.410
H 2.14056 2.02700 -1.52297 -0.287 0.306 -0.338 0.407
H 1.44003 -0.60058 -2.24831 -0.564 0.496 0.045 0.355
H -1.36752 1.69071 3.91776 0.200 -0.261 0.293 0.509
H 0.45816 -2.30339 4.16632 -0.126 0.507 0.317 0.456
H 1.76594 -4.60920 -0.84222 -0.250 0.801 0.675 0.409
H 1.33375 2.43694 -3.10104 -0.243 -0.144 0.413 0.412
H 1.05027 -3.56821 -2.05370 0.537 0.339 -0.031 0.297
H -0.04651 -4.24483 -1.05126 0.674 -0.268 0.675 0.358
```
Forces are in eV/Å.

Its net charge is +3. As for the HOMO-LUMO gap (alpha / beta): 4.58 / 5.44 eV. As for the spin multiplicity: 3. Its energy relative to the best compared isomer or geometry (same formula, charge and spin) is 59.0 kJ/mol. Its expectation value of S² is 2.2427. The LUMO energy (alpha / beta) comes out at -15.6 / -14.7 eV. As for the highest occupied orbital energy (alpha / beta): -20.135 / -20.135 eV.

We obtain energy values of -4596.2004, -1977.8385, -1941.1866 Eh for the records listed above, in that order.